Below is an isolated molecule of C2H2ClO3P at a distorted geometry, with properties calculated with ωB97M-V/def2-TZVPD.

Properties
LUMO energy ... -0.0067 hartree
Orbital gap ... 9.5 eV
Structure (SMILES) ... O=[P@@]1(Cl)C=COO1
Largest force on an atom ... 0.152 Eh/bohr

```
! wB97M-V def2-TZVPD RIJCOSX def2/J DEFGRID3
* xyz 0 1
Cl -1.87033 1.48950 -0.63223
P -1.15226 0.09693 0.50611
O -0.80873 -1.19203 -0.52066
O 0.47639 -1.28714 -1.07075
O -1.95250 -0.35046 1.60747
C 0.65857 0.48371 0.71666
C 1.28011 -0.42957 -0.43109
H 1.14797 1.47652 0.69236
H 2.22079 -0.28745 -0.86787
*
```

***

Below is an isolated molecule of C2H2ClP at a distorted geometry, with properties calculated with ωB97M-V/def2-TZVPD.

Properties
LUMO energy ... -0.0004 hartree
Orbital gap ... 8.1 eV
Structure (SMILES) ... C=P#CCl
Largest force on an atom ... 0.098 Eh/bohr

```
! wB97M-V def2-TZVPD RIJCOSX def2/J DEFGRID3
* xyz 0 1
Cl 3.12266 -0.72942 0.01749
P 1.19318 1.88177 0.03653
C 2.11778 0.52910 -0.16610
C 0.03169 0.45516 -0.00366
H -0.02974 0.10270 0.93043
H -0.51994 -0.09010 -0.88478
*
```

***

Below is an isolated molecule of C2H2ClP at a distorted geometry, with properties calculated with ωB97M-V/def2-TZVPD.

Properties
LUMO energy ... 0.0002 hartree
Orbital gap ... 9.1 eV
Structure (SMILES) ... ClC1=PC1
Largest force on an atom ... 0.051 Eh/bohr

```
! wB97M-V def2-TZVPD RIJCOSX def2/J DEFGRID3
* xyz 0 1
Cl -0.24400 -1.40828 -1.73021
P -1.44768 0.89564 0.23789
C -0.60697 -0.27590 -0.54250
C 0.39078 0.25272 0.45946
H 1.20793 0.84323 0.14136
H 0.69994 -0.30741 1.43399
*
```